<w>
Formula: C4H12O3
Source: OMol25
Level of theory: ωB97M-V/def2-TZVPD

Output
SMILES: C/C=C(/C)O.O.O
Charge: 0
Spin multiplicity: 1
Frontier orbital gap in eV: 8.20

Geometry as XYZ:
```
19
Properties=species:S:1:pos:R:3:mulliken_charge:R:1
O -0.4730 2.7729 0.5553 -0.66
O -0.7023 0.4335 -0.4988 -0.53
O 0.4723 0.7078 2.5494 -0.60
C -1.3676 -2.4167 -0.6503 -0.97
C 0.2944 -0.5395 -0.8890 0.74
C 0.0286 -1.9101 -0.7750 -0.25
C 1.6616 -0.0520 -1.2295 -1.24
H 1.8888 0.6499 -0.4908 0.35
H 1.3723 0.9537 2.6299 0.29
H 0.8826 -2.6037 -0.7567 0.23
H -0.1038 3.4519 1.1558 0.30
H 0.5162 -0.3273 2.5175 0.32
H 2.3002 -0.9552 -1.1940 0.29
H -1.2069 2.4338 1.0945 0.30
H 1.7953 0.6337 -2.1196 0.29
H -0.2407 1.3719 -0.4183 0.38
H -1.8654 -1.8773 -1.5228 0.23
H -1.8984 -2.0289 0.2257 0.23
H -1.5191 -3.5071 -0.7048 0.31
```

<x>
Formula: C4H12O3
Source: OMol25
Level of theory: ωB97M-V/def2-TZVPD

Output
SMILES: CC(C)C=O.O.O
Charge: 0
Spin multiplicity: 1
Frontier orbital gap in eV: 10.40

Geometry as XYZ:
```
19
Properties=species:S:1:pos:R:3:mulliken_charge:R:1
O 2.9285 -0.6072 -1.8187 -0.47
O -2.3938 1.1888 1.4581 -0.65
O -1.9935 -2.3236 1.6750 -0.66
C 1.1948 -0.0807 -0.2718 0.73
C 1.8470 -0.9059 -1.3856 -0.22
C -0.3451 -0.1811 -0.1476 -1.66
C 1.5925 1.3761 -0.6342 -1.47
H 2.5465 1.6556 -0.2008 0.31
H -2.5068 -1.6122 2.0721 0.32
H -0.8638 0.6175 -0.6728 0.41
H 1.3331 -1.7567 -1.8726 0.35
H -0.6502 -1.1305 -0.5975 0.47
H -2.9066 0.8273 0.7166 0.35
H -1.3224 -1.8395 1.1777 0.39
H 1.5452 1.5145 -1.7010 0.40
H 0.8518 2.0931 -0.2676 0.39
H 1.5849 -0.4390 0.6805 0.28
H -1.8317 1.7388 0.8914 0.32
H -0.6104 -0.1354 0.8990 0.40
```

Stability, highest: <x>

<w>
Formula: C4H12O3
Source: OMol25
Level of theory: ωB97M-V/def2-TZVPD

Output
SMILES: C[C@@H](O)CCO.O
Charge: 0
Spin multiplicity: 1
Frontier orbital gap in eV: 11.21

Geometry as XYZ:
```
19
Properties=species:S:1:pos:R:3:mulliken_charge:R:1
O -0.8314 -1.3962 0.7866 -0.66
O -0.6055 -3.5519 -1.2612 -0.65
O 2.1718 1.8768 -1.0552 -0.52
C -0.3087 -0.0639 0.9631 0.54
C -1.5167 0.8730 0.9205 -1.47
C 0.8033 0.1861 -0.0807 -0.47
C 0.8393 1.6329 -0.6159 -0.50
H 1.7679 -0.0366 0.3538 0.36
H 0.1787 -0.0512 1.9387 0.24
H -1.2998 1.7920 1.4363 0.37
H -1.8071 1.0416 -0.1112 0.32
H 0.6422 2.3315 0.1806 0.25
H 0.5855 -0.4359 -0.9384 0.15
H -0.2327 -2.0632 1.1454 0.33
H 0.1289 1.6800 -1.4465 0.32
H -2.3563 0.3388 1.3482 0.42
H -0.5338 -2.7260 -0.7666 0.35
H 2.1595 2.6208 -1.6648 0.31
H 0.2146 -4.0487 -1.1327 0.31
```

<x>
Formula: C4H12O3
Source: OMol25
Level of theory: ωB97M-V/def2-TZVPD

Output
SMILES: C[C@H](O)CCO.O
Charge: 0
Spin multiplicity: 1
Frontier orbital gap in eV: 11.11

Geometry as XYZ:
```
19
Properties=species:S:1:pos:R:3:mulliken_charge:R:1
O -0.4385 0.0456 2.8368 -0.67
O -1.1534 0.5810 0.2309 -0.78
O 1.2336 1.7167 0.5376 -0.61
C -0.5759 -0.5850 -0.4106 0.68
C -1.5155 -1.0427 -1.4836 -1.53
C 0.7793 -0.2049 -0.9674 -0.75
C 1.7586 0.4755 -0.0314 -0.52
H -0.8012 0.2744 1.9571 0.44
H -0.6169 0.7437 3.4690 0.28
H -1.0780 -1.4661 -2.3900 0.37
H 2.0014 -0.2700 0.7830 0.33
H 2.6837 0.8338 -0.5416 0.31
H -2.1243 -1.8892 -1.2088 0.37
H -0.5079 1.3593 0.2322 0.44
H 0.5844 0.5479 -1.7511 0.35
H -2.2245 -0.2666 -1.8479 0.30
H 1.3180 1.5581 1.4914 0.35
H 1.1886 -1.1379 -1.3567 0.38
H -0.5115 -1.2736 0.4511 0.25
```

<y>
Formula: C4H12O3
Source: OMol25
Level of theory: ωB97M-V/def2-TZVPD

Output
SMILES: C/C=C(/C)O.O.O
Charge: 0
Spin multiplicity: 1
Frontier orbital gap in eV: 9.40

Geometry as XYZ:
```
19
Properties=species:S:1:pos:R:3:mulliken_charge:R:1
O -6.6088 0.2010 0.5808 -0.64
O 0.3428 -3.8034 1.5095 -0.64
O 0.9927 0.5575 -1.9927 -0.53
C 1.7344 0.5675 -0.8246 0.49
C 0.0190 1.9805 0.2654 -1.07
C 3.0409 -0.1546 -0.9062 -1.08
C 1.3383 1.3047 0.1937 -0.21
H -6.9565 -0.3330 1.2963 0.32
H 0.0582 2.8061 0.9800 0.32
H -0.0314 -3.0027 1.1202 0.32
H 3.4342 -0.2574 0.1084 0.31
H 1.1378 -3.4448 1.9223 0.32
H 2.8558 -1.2018 -1.1609 0.32
H 0.7085 -0.3248 -2.2455 0.32
H 3.7710 0.2506 -1.5517 0.27
H -0.7494 1.3148 0.6442 0.24
H -6.8127 -0.2458 -0.2402 0.32
H 2.0859 1.4014 0.9688 0.31
H -0.3609 2.3842 -0.6678 0.31
```

Stability, highest: <x>

<w>
Formula: C5H7N
Source: OMol25
Level of theory: ωB97M-V/def2-TZVPD

Output
SMILES: CC#C[C@H]1CN1
Charge: 0
Spin multiplicity: 1
Frontier orbital gap in eV: 9.88

Geometry as XYZ:
```
13
Properties=species:S:1:pos:R:3:mulliken_charge:R:1
N 0.7548 0.2863 2.0709 -0.60
C 0.1686 0.1870 -1.2059 0.71
C -0.3992 0.7336 1.2815 -0.11
C 0.2871 -0.1311 -2.6157 -1.17
C -0.4429 -0.5429 2.0374 -0.39
C -0.2296 0.5745 -0.1362 -0.46
H 1.0644 0.4565 -3.1167 0.29
H 0.4359 -1.1903 -2.8406 0.30
H -0.9217 1.6107 1.6521 0.36
H 1.4370 -0.0760 1.4063 0.29
H -0.4453 -1.4578 1.4473 0.26
H -0.7152 0.1313 -2.9508 0.27
H -0.9940 -0.5820 2.9704 0.25
```

<x>
Formula: C5H7N
Source: OMol25
Level of theory: ωB97M-V/def2-TZVPD

Output
SMILES: C=CC#N.C=C
Charge: 0
Spin multiplicity: 1
Frontier orbital gap in eV: 10.65

Geometry as XYZ:
```
13
Properties=species:S:1:pos:R:3:mulliken_charge:R:1
N 1.7330 1.0160 1.4703 -0.39
C 1.6936 -0.0115 0.9358 0.26
C -1.0539 1.5321 -0.7417 -0.51
C 0.5634 -1.7294 -0.3473 -0.57
C -1.7625 1.0345 0.2672 -0.56
C 1.6576 -1.2878 0.2723 -0.03
H -2.7807 0.6756 0.1326 0.26
H -1.3460 0.9742 1.2705 0.30
H 0.5628 -2.6949 -0.8433 0.26
H -0.3454 -1.1353 -0.3805 0.16
H -1.4591 1.6019 -1.7487 0.23
H -0.0385 1.8917 -0.5909 0.29
H 2.5758 -1.8670 0.3037 0.30
```

Stability, highest: <x>

<w>
Formula: C5H7N
Source: OMol25
Level of theory: ωB97M-V/def2-TZVPD

Output
SMILES: N#CCC1CC1
Charge: 0
Spin multiplicity: 1
Frontier orbital gap in eV: 11.86

Geometry as XYZ:
```
13
Properties=species:S:1:pos:R:3:mulliken_charge:R:1
N -2.6556 0.7083 1.5021 -0.43
C 0.6532 0.8566 -0.9175 -0.60
C -1.9779 -0.0380 0.9435 0.19
C 1.5132 -0.2031 -0.2991 -0.58
C -0.9437 -0.8153 0.2966 -0.39
C 0.2151 0.1694 0.3531 -0.07
H 2.4412 0.0979 0.1664 0.26
H -1.2899 -1.1091 -0.6971 0.29
H 0.9988 1.8834 -0.8740 0.24
H 0.1052 0.7334 1.3125 0.37
H -0.7619 -1.7273 0.8718 0.25
H 0.1454 0.6050 -1.8453 0.23
H 1.5569 -1.1611 -0.8131 0.24
```

<x>
Formula: C5H7N
Source: OMol25
Level of theory: ωB97M-V/def2-TZVPD

Output
Charge: 0
Spin multiplicity: 1
Frontier orbital gap in eV: 5.27

Geometry as XYZ:
```
13
Properties=species:S:1:pos:R:3:mulliken_charge:R:1
N -1.4410 -0.6201 -1.1859 -0.78
C -0.5187 -0.3739 -0.0901 0.67
C 0.8460 -0.0219 -0.8694 -0.33
C 1.4016 1.1273 0.1325 -0.32
C -0.0413 1.2163 -0.1940 -0.34
C -0.1234 -0.8820 1.2709 -0.93
H 0.0628 0.0934 1.8339 0.29
H -0.5044 1.6320 -1.0861 0.37
H 0.9027 -1.4540 1.4596 0.25
H 0.7464 -0.1227 -1.9881 0.34
H -0.9648 -1.4823 1.6675 0.32
H 1.9563 1.9987 0.0013 0.29
H -2.3223 -1.1109 -0.9521 0.17
```

<y>
Formula: C5H7N
Source: OMol25
Level of theory: ωB97M-V/def2-TZVPD

Output
SMILES: C#C[C@@H]1N[C@@H]1C
Charge: 0
Spin multiplicity: 1
Frontier orbital gap in eV: 8.91

Geometry as XYZ:
```
13
Properties=species:S:1:pos:R:3:mulliken_charge:R:1
N -0.2884 1.6160 -0.1678 -0.54
C 0.5182 0.7374 -1.0329 -0.33
C -1.0391 0.4166 -0.3476 -0.07
C 1.6102 -0.0081 -0.4498 -0.46
C -1.1670 -0.6462 0.6895 -1.02
C 2.5908 -0.5877 -0.0443 0.13
H -1.6198 -1.5644 0.2986 0.31
H 0.0990 1.5665 0.7737 0.32
H 3.4755 -1.1009 0.2794 0.43
H -1.9341 0.5893 -0.9725 0.41
H -0.2445 0.1460 -1.6164 0.24
H -1.8120 -0.2645 1.4848 0.30
H -0.1887 -0.8998 1.1054 0.28
```

<z>
Formula: C5H7N
Source: OMol25
Level of theory: ωB97M-V/def2-TZVPD

Output
SMILES: C=C=C/C=N/C
Charge: 0
Spin multiplicity: 1
Frontier orbital gap in eV: 9.65

Geometry as XYZ:
```
13
Properties=species:S:1:pos:R:3:mulliken_charge:R:1
N 0.8905 0.0525 0.1817 -0.34
C -1.7626 0.2998 -0.0607 0.24
C -2.2699 1.4918 -0.0617 -0.63
C -1.2336 -0.8872 -0.2187 -0.64
C 2.3213 -0.0377 0.2723 -0.66
C 0.2337 -0.9614 -0.2076 0.13
H -2.2458 2.1839 0.7738 0.26
H 2.7220 -1.0213 -0.0175 0.30
H 2.6180 0.1827 1.3045 0.23
H 2.7666 0.7364 -0.3615 0.23
H 0.6992 -1.9288 -0.4407 0.29
H -2.8819 1.6650 -0.9304 0.24
H -1.8575 -1.7758 -0.2334 0.34
```

Stability, highest: <w>

<w>
Formula: C5H7N
Source: OMol25
Level of theory: ωB97M-V/def2-TZVPD

Output
SMILES: C#C[C@@H]1N[C@@H]1C
Charge: 0
Spin multiplicity: 1
Frontier orbital gap in eV: 9.76

Geometry as XYZ:
```
13
Properties=species:S:1:pos:R:3:mulliken_charge:R:1
N -0.6795 -0.3438 -1.3860 -0.57
C -0.4696 2.5752 0.8824 -0.15
C 0.4419 -0.8311 -0.5355 0.21
C 0.0784 0.5774 -0.6296 -0.09
C 0.2062 -1.6270 0.7090 -1.17
C -0.1399 1.7061 0.1108 -0.19
H -1.6079 -0.5221 -1.0048 0.27
H 1.2867 -1.1572 -1.1356 0.33
H -0.3396 3.6101 1.0725 0.28
H 0.7847 1.5156 -1.1702 0.15
H -0.0308 -2.6635 0.4558 0.30
H 1.0942 -1.6291 1.3494 0.30
H -0.6248 -1.2107 1.2815 0.32
```

<x>
Formula: C5H7N
Source: OMol25
Level of theory: ωB97M-V/def2-TZVPD

Output
Charge: 0
Spin multiplicity: 1
Frontier orbital gap in eV: 9.40

Geometry as XYZ:
```
13
Properties=species:S:1:pos:R:3:mulliken_charge:R:1
N -0.0431 1.3322 -1.0376 0.03
C 0.5369 0.1790 -1.3557 -0.66
C -0.3749 -1.6090 -0.0479 -1.17
C -0.1901 1.6060 0.3573 -0.54
C 0.6818 -0.4773 0.0134 0.42
C 0.2945 0.5671 1.0324 -0.42
H -0.6275 2.5368 0.6965 0.41
H 0.3693 0.4843 2.1092 0.38
H -1.3164 -1.2281 -0.4576 0.33
H 1.6608 -0.9382 0.1822 0.37
H -0.5715 -2.0125 0.9483 0.31
H -0.0259 -2.4108 -0.7017 0.32
H -0.3937 1.9705 -1.7387 0.21
```

Stability, highest: <x>

<w>
Formula: C5H7N
Source: OMol25
Level of theory: ωB97M-V/def2-TZVPD

Output
Charge: 0
Spin multiplicity: 1
Frontier orbital gap in eV: 10.41

Geometry as XYZ:
```
13
Properties=species:S:1:pos:R:3:mulliken_charge:R:1
N -0.1743 2.3620 -1.6737 -0.13
C -0.1460 -1.2080 -0.2312 -1.18
C 0.0420 1.1839 0.8442 -0.88
C -0.2117 0.3199 -0.4353 0.61
C -0.4386 3.5317 -1.6587 -0.08
C -0.0139 0.8696 -1.6488 -0.40
H -0.6773 1.1204 1.7165 0.28
H -0.1168 -1.8099 -1.1595 0.33
H 0.9205 -1.3707 0.0780 0.27
H 1.0079 0.7552 1.2098 0.23
H -0.8575 -1.7114 0.4552 0.31
H 0.1298 2.2100 0.4924 0.29
H -0.2367 0.3108 -2.5050 0.36
```

<x>
Formula: C5H7N
Source: OMol25
Level of theory: ωB97M-V/def2-TZVPD

Output
SMILES: C=N[C@H]1C=CC1
Charge: 0
Spin multiplicity: 1
Frontier orbital gap in eV: 10.58

Geometry as XYZ:
```
13
Properties=species:S:1:pos:R:3:mulliken_charge:R:1
N 1.3238 0.4397 0.3647 -0.54
C 1.6384 1.0080 1.4752 -0.27
C -1.2522 -0.8242 -1.3598 -0.32
C -0.0729 0.2282 -0.0049 0.42
C -0.7104 -1.0823 0.0388 -0.93
C -0.4260 0.1893 -1.5962 -0.62
H -0.6482 0.9587 0.4860 0.37
H -1.4659 -1.2320 0.8216 0.23
H 0.0572 -1.7752 0.2737 0.32
H 2.6774 1.1097 1.6610 0.30
H 0.8062 1.3937 2.0792 0.23
H -1.8665 -1.4056 -1.9214 0.50
H -0.0609 0.9921 -2.3179 0.32
```

Stability, highest: <w>